Record 1
Density functional theory data (ωB97M-V/def2-TZVPD) for the molecule C4H10N2O.

```
17
Properties=species:S:1:pos:R:3:forces:R:3
N 0.1870 -2.0399 0.9911 -0.49 0.38 0.23
C 0.0157 -0.6846 1.5458 0.51 0.25 -0.77
C -0.5138 0.2757 0.4826 -0.42 0.65 0.33
C 0.2355 0.3584 -0.8634 -0.49 -0.16 0.11
N 1.4293 1.1439 -0.8191 0.32 -0.13 0.39
C -0.7836 0.9428 -1.8183 -0.16 -0.10 -0.36
O -1.2730 0.3105 -2.7161 0.00 -0.08 -0.08
H -0.5986 -2.2226 0.3726 0.06 -0.17 0.04
H 0.1230 -2.7176 1.7402 0.11 -0.11 -0.04
H -0.6532 -0.6012 2.4044 -0.04 -0.22 0.10
H 1.0001 -0.3269 1.8588 0.01 -0.04 0.18
H -1.5818 0.0818 0.3093 0.13 -0.39 -0.13
H -0.5250 1.2912 0.8988 0.16 -0.08 0.05
H 0.4142 -0.6549 -1.2250 0.11 -0.08 -0.07
H 1.5608 1.9577 -1.3862 -0.01 -0.04 0.04
H 2.1267 0.9149 -0.1281 -0.15 0.23 -0.28
H -1.1636 1.9711 -1.6475 0.35 0.11 0.26
```
Forces are in eV/Å.

The orbital gap is 9.94 eV. The value obtained for the energy is -9337.00019 eV. Its energy above the lowest of the compared OMol25 structures with the same formula, charge and spin is 191.7 kJ/mol. The value obtained for the HOMO energy is -9.028 eV. The SMILES is NCC[C@H](N)C=O.

Record 2
Density functional theory data (ωB97M-V/def2-TZVPD) for a cluster of 2 separate species, C9H18BNO12P in total.

```
42
Properties=species:S:1:pos:R:3:forces:R:3
C -5.0460 -0.9095 -1.8088 0.32 -0.85 -0.24
C -3.7194 -1.2380 -2.5786 -0.25 0.54 0.87
C -2.5346 -0.8993 -1.6602 -0.89 -0.75 0.72
O -1.2705 -1.1794 -2.2584 0.08 0.21 0.01
C -0.2894 -0.2990 -1.8520 2.42 0.40 -1.16
O -0.5645 0.9896 -2.3383 -0.26 0.10 0.63
C 1.1030 -0.5976 -2.5368 -0.98 0.21 2.75
O 1.3311 -0.9698 -3.6162 0.36 -0.68 -2.63
O 2.1142 -0.2981 -1.6683 0.61 -0.42 0.09
C 1.6742 0.0153 -0.2966 0.13 0.31 -1.04
B 2.6166 -0.5919 0.8751 0.77 -0.64 0.58
O 3.8733 -0.0067 1.0085 -0.88 0.30 -0.20
C 2.2396 -1.7521 1.8852 -0.99 0.59 0.01
C 1.0132 -1.4055 2.8186 -0.05 -0.71 -0.18
P 2.0330 1.8573 -0.1899 -1.71 2.12 0.51
O 1.0172 2.6892 -0.8351 -0.43 -0.37 -0.48
O 2.0127 2.1808 1.3966 1.04 -1.34 -1.12
O 3.4696 2.2305 -0.8348 -0.38 -1.25 0.93
C 0.1972 -0.4002 -0.3557 -2.28 0.84 -0.57
O -0.0819 -1.7552 -0.0442 0.64 0.08 0.75
H -5.4416 -1.8464 -1.3887 0.00 0.37 0.06
H -5.8055 -0.5280 -2.5020 0.19 0.07 0.30
H -4.8851 -0.2112 -0.9768 -0.10 -0.03 -0.34
H -3.7365 -0.6396 -3.4976 0.46 -0.40 0.05
H -3.6736 -2.3200 -2.7587 -0.05 0.39 -0.50
H -2.6425 0.1215 -1.2650 0.40 -0.08 -0.46
H -2.6276 -1.5740 -0.7851 0.07 0.32 -0.20
H -0.6105 0.9113 -3.3034 -0.01 -0.02 0.19
H 3.9116 0.4484 1.8661 0.39 -0.30 -0.12
H 3.1085 -1.9769 2.5156 -0.15 -0.22 -0.38
H 1.9288 -2.6173 1.2731 0.48 0.04 0.38
H 0.4993 -0.4756 2.5438 0.26 -0.11 0.34
H 1.3310 -1.4023 3.8691 -0.08 0.46 -0.33
H 0.2569 -2.2028 2.7531 0.22 0.29 -0.08
H 1.0862 2.0817 1.7126 0.21 0.91 0.55
H 3.6024 1.6444 -1.5987 0.16 0.14 0.15
H -0.4987 0.2458 0.2014 0.51 -0.32 0.44
H 0.6172 -2.3230 -0.3973 -0.18 0.16 -0.04
N 0.6005 3.7557 4.1600 0.24 0.14 0.22
O 0.1053 3.0365 3.2553 -0.20 -0.38 -0.38
O 0.5839 4.9899 4.0459 -0.08 0.00 -0.06
O 1.1011 3.2217 5.1672 0.01 -0.13 -0.02
```
Forces are in eV/Å.

The orbital gap is 6.93 eV. The value obtained for the energy is -45650.78997 eV. Its net charge is -1. The value obtained for the HOMO energy is -4.668 eV.